1.
The following is a quantum chemistry calculation of a structure of composition C31H23N3ORuS5SbSe, from OMol25.

Values from the calculation:
E_HOMO (alpha / beta) ... -0.015 / -0.062 hartree
Spin multiplicity ... 2
Total charge ... -2

Cartesian coordinates (Å):
Ru1 -0.921 0.541 -0.153
O1 1.229 0.452 0.764
N1 1.438 1.250 1.812
C1 2.568 1.009 2.523
C2 2.941 1.775 3.587
C3 2.108 2.858 3.922
C4 0.960 3.082 3.206
C5 0.557 2.254 2.124
S1 -0.898 2.485 1.301
H1 3.132 0.170 2.145
H2 3.853 1.548 4.116
H3 2.365 3.510 4.748
H4 0.287 3.893 3.444
S2 -1.030 -1.525 -4.545
C6 -1.256 -0.787 -3.051
S3 -2.398 0.525 -2.955
S4 -0.555 -1.254 -1.586
S5 -3.620 2.175 -1.039
C7 -2.327 1.062 -1.250
C8 6.037 -0.346 -5.416
C9 5.338 -1.458 -4.976
C10 4.423 -1.336 -3.936
C11 4.184 -0.113 -3.321
C12 4.894 0.995 -3.780
C13 5.810 0.885 -4.812
Sb1 2.743 -0.037 -1.685
C14 4.043 1.345 -0.628
C15 5.318 0.908 -0.279
C16 6.179 1.697 0.470
C17 5.777 2.957 0.889
C18 4.513 3.411 0.548
C19 3.657 2.611 -0.196
C20 1.537 1.438 -2.664
C21 1.459 1.444 -4.052
C22 0.636 2.346 -4.713
C23 -0.119 3.264 -3.999
C24 -0.060 3.263 -2.615
C25 0.753 2.351 -1.959
H5 6.751 -0.433 -6.226
H6 5.497 -2.423 -5.444
H7 3.877 -2.218 -3.617
H8 4.722 1.965 -3.325
H9 6.346 1.764 -5.152
H10 5.663 -0.070 -0.601
H11 7.166 1.328 0.725
H12 6.441 3.578 1.478
H13 4.177 4.389 0.874
H14 2.678 2.994 -0.444
H15 2.013 0.721 -4.639
H16 0.562 2.302 -5.793
H17 -0.784 3.945 -4.516
H18 -0.694 3.919 -2.029
H19 0.724 2.348 -0.873
Se1 -0.094 -2.030 1.907
N2 -1.324 -0.779 1.425
C26 -2.556 -1.249 1.769
C27 -3.768 -0.569 1.509
C28 -4.951 -1.134 1.929
C29 -4.959 -2.378 2.608
C30 -3.793 -3.058 2.859
C31 -2.549 -2.507 2.439
N3 -1.351 -3.109 2.617
H20 -3.725 0.365 0.958
H21 -5.895 -0.641 1.731
H22 -5.914 -2.793 2.914
H23 -3.779 -4.020 3.355

=====

2.
The following is a quantum chemistry calculation of a cluster of 2 separate species, C6H15NO in total, from OMol25.

Values from the calculation:
E_HOMO ... -0.326 hartree
SMILES ... C=C(CC)CCN.O

Cartesian coordinates (Å):
C1 -0.058 0.430 1.096
C2 -0.077 -0.551 0.202
C3 -0.428 -1.967 0.557
C4 -1.949 -2.215 0.356
C5 0.262 -0.220 -1.239
C6 -0.890 -0.441 -2.229
N1 -1.967 0.480 -1.931
H1 -0.102 1.492 0.866
H2 -0.197 0.300 2.172
H3 -0.102 -2.172 1.569
H4 0.085 -2.700 -0.057
H5 -2.261 -3.000 1.052
H6 -2.507 -1.312 0.574
H7 -2.167 -2.582 -0.642
H8 1.002 -0.989 -1.494
H9 0.689 0.763 -1.392
H10 -1.244 -1.481 -2.234
H11 -0.480 -0.402 -3.255
H12 -2.632 0.668 -2.663
H13 -1.672 1.283 -1.398
O1 4.525 3.589 2.748
H14 3.806 3.066 2.375
H15 4.271 4.517 2.782

=====

3.
The following is a quantum chemistry calculation of a structure of composition C25H43IrNP2, from OMol25.

Values from the calculation:
E_HOMO (alpha / beta) ... -0.370 / -0.379 hartree
Spin multiplicity ... 5
Total charge ... +1

Cartesian coordinates (Å):
Ir1 0.572 2.171 -3.302
C1 0.825 0.686 -0.766
C2 1.960 1.423 -1.145
C3 0.068 2.798 -1.378
C4 -0.343 1.475 -0.965
C5 1.528 2.738 -1.561
C6 0.846 -0.650 -0.103
H1 1.520 -1.372 -0.596
H2 -0.158 -1.094 -0.040
H3 1.189 -0.576 0.946
C7 -1.731 1.146 -0.575
H4 -1.832 0.147 -0.126
H5 -2.416 1.218 -1.436
H6 -2.083 1.877 0.171
C8 -0.665 4.081 -1.229
H7 -0.115 4.785 -0.591
H8 -1.670 3.924 -0.830
H9 -0.742 4.524 -2.222
C9 2.373 3.952 -1.556
H10 2.159 4.563 -0.668
H11 2.159 4.548 -2.448
H12 3.429 3.669 -1.548
C10 3.376 1.047 -0.942
H13 3.715 1.267 0.083
H14 4.036 1.606 -1.616
H15 3.496 -0.027 -1.126
C11 -1.919 -4.698 -0.251
C12 -0.662 -5.093 -0.505
C13 0.291 -4.411 -1.450
C14 -0.263 -4.176 -2.864
C15 -0.610 -2.724 -2.987
C16 -1.862 -2.221 -2.758
C17 -2.536 -2.542 -1.479
C18 -2.878 -4.018 -1.207
H16 1.195 -5.028 -1.533
H17 -1.139 -4.804 -3.082
H18 0.632 -3.451 -0.996
H19 -3.012 -4.600 -2.126
H20 -2.342 -4.902 0.744
H21 -0.177 -5.849 0.123
H22 -3.839 -3.998 -0.690
H23 -1.885 -2.198 -0.651
H24 -2.170 -1.274 -3.220
H25 -3.436 -1.934 -1.382
H26 0.521 -4.443 -3.595
H27 0.284 -2.058 -2.832
P1 -0.092 -0.973 -4.839
P2 0.430 3.006 -5.213
C19 0.746 0.487 -5.481
C20 -0.268 1.507 -5.963
H28 1.488 0.252 -6.243
H29 1.335 0.801 -4.534
H30 -0.368 1.564 -7.052
H31 -1.268 1.395 -5.537
C21 -0.551 4.395 -5.770
H32 -0.660 5.069 -4.911
H33 -1.530 4.066 -6.134
H34 -0.037 4.932 -6.574
C22 1.980 3.183 -6.187
H35 1.898 4.089 -6.792
H36 2.129 2.313 -6.845
H37 2.815 3.293 -5.482
C23 -1.558 -1.265 -5.956
H38 -2.232 -1.963 -5.451
H39 -1.215 -1.749 -6.878
H40 -2.104 -0.352 -6.201
C24 0.940 -2.281 -5.661
H41 2.005 -2.069 -5.494
H42 0.715 -2.241 -6.736
H43 0.661 -3.263 -5.255
N1 -2.693 -1.959 2.279
C25 -2.187 -1.570 1.292

=====

4.
The following is a quantum chemistry calculation of an isolated molecule of C11H20N2O4S, from OMol25.

Values from the calculation:
E_HOMO ... -0.338 hartree
SMILES ... CS(=O)(=O)N1CCC(C(=O)N2CCOCC2)CC1

Cartesian coordinates (Å):
C1 -5.088 -0.351 0.870
S1 -3.903 -0.557 -0.493
O1 -4.373 0.212 -1.605
O2 -3.664 -1.959 -0.664
N1 -2.499 0.117 0.028
C2 -1.698 -0.602 0.985
C3 -0.285 -0.003 1.024
C4 0.023 0.669 -0.320
C5 1.478 1.130 -0.332
O3 1.791 2.254 0.018
N2 2.413 0.239 -0.738
C6 2.251 -1.161 -1.062
C7 3.084 -2.002 -0.082
O4 4.438 -1.627 -0.102
C8 4.591 -0.263 0.229
C9 3.812 0.629 -0.741
C10 -0.906 1.877 -0.499
C11 -2.321 1.546 0.007
H1 -4.724 -0.906 1.724
H2 -6.036 -0.750 0.535
H3 -5.175 0.706 1.084
H4 -1.685 -1.641 0.651
H5 -2.145 -0.565 1.991
H6 -0.216 0.756 1.806
H7 0.439 -0.785 1.252
H8 -0.169 -0.039 -1.128
H9 1.211 -1.472 -1.015
H10 2.629 -1.329 -2.078
H11 3.053 -3.057 -0.362
H12 2.678 -1.885 0.936
H13 5.660 -0.054 0.173
H14 4.236 -0.084 1.255
H15 3.874 1.675 -0.441
H16 4.212 0.506 -1.753
H17 -0.493 2.722 0.054
H18 -0.935 2.147 -1.554
H19 -3.079 1.945 -0.666
H20 -2.480 1.964 1.011

=====

Computed ΔE to the lowest compared entry with this formula, charge and spin (eV) in order:
0.572; 1.916; 1.755; 0.012